Entry 1:
Below is a 5-piece molecular cluster, C30H31B2F4O4 overall, with properties calculated with ωB97M-V/def2-TZVPD.

Properties
* LUMO level: 0.0748 Ha
* calculated total energy: -52026.9021 eV
* total charge: -1

Last column: Mulliken charge in e.
Element x y z (Å)
1 C -5.39347 2.32355 1.00583  -0.1522
2 C -4.31050 2.35884 0.48704  -1.1394
3 C -2.98040 2.45692 -0.10679  1.1874
4 C -2.70256 3.83205 -0.76994  -0.7427
5 O -1.73086 4.51280 -0.00324  -0.5491
6 B -1.54879 3.73417 1.26273  1.1210
7 B -2.01465 4.42379 2.79273  -0.0446
8 O -1.07774 4.47021 3.85240  -0.5878
9 O -3.25844 4.93329 3.17254  -0.6072
10 C -4.03729 5.48569 2.12809  0.3999
11 C -5.26031 6.17220 2.73317  -1.2374
12 O -2.06012 2.35425 0.99427  -0.5814
13 H -6.24978 2.54099 1.60030  0.4669
14 H -2.73394 1.61290 -0.74480  0.0548
15 H -2.21385 3.64180 -1.72767  0.3417
16 H -3.63524 4.39255 -0.85407  0.3438
17 H -0.31245 3.58025 1.39088  -0.3491
18 H -1.02926 3.57613 4.20927  0.2497
19 H -4.38980 4.71017 1.44932  -0.3107
20 H -3.47412 6.20431 1.53567  0.2675
21 H -4.99429 6.59506 3.69845  0.3331
22 H -5.58434 6.98819 2.09034  0.3559
23 H -6.06261 5.45505 2.88357  0.2331
24 F 5.74388 2.21283 1.37184  -0.3465
25 C 4.49620 2.45096 0.88619  0.4450
26 C 3.90383 1.50592 0.07752  -0.4717
27 C 2.62616 1.75441 -0.41214  -0.2062
28 C 1.97017 2.93442 -0.09381  -0.6067
29 C 2.58991 3.87059 0.72053  -0.4142
30 C 3.86223 3.63064 1.22003  -0.4525
31 H 4.43466 0.59276 -0.16232  0.4609
32 H 2.14310 1.02028 -1.04139  0.3880
33 H 0.97379 3.12647 -0.46728  0.3530
34 H 2.07316 4.78593 0.97163  0.3940
35 H 4.35863 4.34377 1.86526  0.4099
36 F 1.47427 -1.29991 -1.52390  -0.3045
37 C 2.39282 -2.25766 -1.31230  0.4604
38 C 2.54073 -2.76867 -0.03869  -0.4965
39 C 3.48933 -3.75650 0.17598  -0.2337
40 C 4.27648 -4.21076 -0.87421  -0.7634
41 C 4.11209 -3.67864 -2.14556  -0.2782
42 C 3.16073 -2.69541 -2.37295  -0.5821
43 H 1.92179 -2.39345 0.76511  0.4819
44 H 3.61498 -4.17194 1.16605  0.4647
45 H 5.01916 -4.97886 -0.69991  0.4555
46 H 4.72760 -4.02759 -2.96391  0.3719
47 H 3.01158 -2.26920 -3.35588  0.4261
48 F -4.18781 0.00594 -2.02408  -0.3265
49 C -3.96953 0.12641 -3.34056  0.4402
50 C -4.92543 0.74153 -4.12453  -0.4836
51 C -4.69165 0.86842 -5.48552  -0.2984
52 C -3.51883 0.37806 -6.04326  -0.5038
53 C -2.57313 -0.23800 -5.23524  -0.3660
54 C -2.79294 -0.36423 -3.87183  -0.4917
55 H -5.83260 1.11361 -3.66809  0.4306
56 H -5.42757 1.35444 -6.11197  0.3510
57 H -3.34139 0.47872 -7.10581  0.3618
58 H -1.65827 -0.62123 -5.66684  0.3482
59 H -2.06519 -0.83147 -3.22187  0.5298
60 F 1.74637 -5.85188 2.16879  -0.3125
61 C 2.67151 -6.80561 2.37814  0.1464
62 C 2.82165 -7.32273 3.64927  -0.5498
63 C 3.77362 -8.30892 3.86033  -0.3164
64 C 4.56201 -8.75744 2.80969  -0.4844
65 C 4.39556 -8.21997 1.54098  -0.4276
66 C 3.44177 -7.23804 1.31698  -0.1135
67 H 2.20095 -6.95453 4.45486  0.4172
68 H 3.89951 -8.72801 4.84936  0.3544
69 H 5.30520 -9.52462 2.98037  0.3717
70 H 5.01089 -8.56459 0.72090  0.3547
71 H 3.29281 -6.81141 0.33396  0.5599


Entry 2:
Below is a 6-piece molecular cluster, C30H31BBrFN7O3P overall, with properties calculated with ωB97M-V/def2-TZVPD.

Properties
* LUMO level: 0.0146 Ha
* calculated total energy: -130913.3955 eV

Last column: Mulliken charge in e.
Element x y z (Å)
1 N 0.63808 3.33158 -5.21568  -0.4697
2 C 1.10738 3.41447 -4.16942  -0.1586
3 C 1.73238 3.55948 -2.86004  -0.1504
4 P 0.81831 2.60069 -1.52536  0.2699
5 O -0.08630 1.57818 -2.38173  -0.3446
6 Br -0.59042 4.17927 -0.81315  -0.1854
7 C 3.21935 3.15418 -2.90890  1.1218
8 F 3.83519 3.98089 -3.85969  -0.3408
9 C 3.35552 1.75494 -3.37601  -0.3083
10 N 3.51988 0.67004 -3.71640  -0.4439
11 C 3.93424 3.30805 -1.56972  -1.0450
12 B 3.83710 4.73735 -0.89390  0.6288
13 O 3.76851 4.75891 0.46423  -0.5438
14 O 3.85495 5.94059 -1.55334  -0.5479
15 H 1.65127 4.61175 -2.58912  0.7253
16 H -0.21198 0.83748 -1.76563  0.2811
17 H 4.96813 2.99418 -1.70683  0.4928
18 H 3.48692 2.59054 -0.88224  0.3247
19 H 3.87915 5.65365 0.81186  0.3224
20 H 3.58005 5.91111 -2.47511  0.3034
21 N -0.96891 -1.67270 -0.50787  -0.4430
22 C -0.05492 -2.60701 -0.24611  -0.3606
23 C 0.14269 -3.73027 -1.03299  -0.3732
24 C -0.65215 -3.89533 -2.15509  -0.0806
25 C -1.60882 -2.93648 -2.44333  -0.5400
26 C -1.72551 -1.84877 -1.59210  -0.2010
27 H 0.54556 -2.44127 0.64163  0.3763
28 H 0.89846 -4.45797 -0.77320  0.3652
29 H -0.52668 -4.76034 -2.79288  0.4987
30 H -2.25129 -3.02548 -3.30826  0.3793
31 H -2.46038 -1.07354 -1.78189  0.3912
32 N -2.63893 3.74243 1.89890  -0.3342
33 C -2.53628 2.75611 2.78618  -0.2584
34 C -2.72340 2.92744 4.14985  -0.4128
35 C -3.03291 4.19365 4.61838  -0.1747
36 C -3.14267 5.23169 3.70725  -0.4753
37 C -2.93769 4.95291 2.36440  -0.1787
38 H -2.29115 1.78056 2.37954  0.3967
39 H -2.62908 2.08773 4.82439  0.3494
40 H -3.18699 4.36863 5.67535  0.3711
41 H -3.38342 6.23608 4.02763  0.3574
42 H -3.01685 5.73804 1.61932  0.3761
43 N -0.47398 -7.50647 -1.37018  -0.2628
44 C 0.44626 -8.43369 -1.10998  -0.0557
45 C 0.64971 -9.55837 -1.89389  -0.6727
46 C -0.14876 -9.73495 -3.01175  -0.1715
47 C -1.11180 -8.78142 -3.29778  -0.7709
48 C -1.23159 -7.69145 -2.45057  -0.0232
49 H 1.04751 -8.26376 -0.22312  0.3761
50 H 1.41369 -10.27666 -1.63117  0.3853
51 H -0.02357 -10.60091 -3.64851  0.3655
52 H -1.75871 -8.87846 -4.15850  0.3781
53 H -1.97313 -6.92228 -2.64049  0.4825
54 N -3.27808 -8.39103 1.82079  -0.5330
55 C -2.23218 -7.65447 1.44463  -0.2401
56 C -1.42498 -6.96105 2.33428  -0.3265
57 C -1.71697 -7.03281 3.68629  -0.4058
58 C -2.80124 -7.79370 4.09258  -0.3070
59 C -3.54486 -8.45041 3.12354  -0.2367
60 H -2.03222 -7.61749 0.38202  0.5639
61 H -0.59000 -6.37844 1.96855  0.3924
62 H -1.11142 -6.50420 4.41155  0.3636
63 H -3.06747 -7.87750 5.13733  0.3589
64 H -4.40006 -9.05695 3.40180  0.3599
65 N 2.69234 9.79457 0.18967  -0.5165
66 C 2.54048 8.47071 0.15199  -0.2677
67 C 1.74634 7.76517 1.04611  -0.1312
68 C 1.08178 8.46912 2.03796  -0.6270
69 C 1.23506 9.84405 2.09232  -0.2644
70 C 2.04665 10.45504 1.14691  -0.2949
71 H 3.07524 7.95553 -0.63709  0.6124
72 H 1.64234 6.69076 0.96043  0.3376
73 H 0.45257 7.95412 2.75280  0.4319
74 H 0.73540 10.43429 2.84807  0.3746
75 H 2.18804 11.53034 1.15389  0.3646


Entry 3:
Below is C30H31BCl2N7O2S3SbTa as an isolated structure, with properties calculated with ωB97M-V/def2-TZVPD.

Properties
* LUMO level (spin up / spin down): -0.0516 / -0.0565 Ha
* calculated total energy: -112459.6214 eV
* expectation value of S²: 0.760
* 2S+1: 2

Last column: Mulliken charge in e.
Element x y z (Å)
1 Ta 0.31901 0.03695 -0.24732  1.9250
2 C -2.48272 3.12046 0.91577  -1.3103
3 C -2.97272 2.66761 -0.43410  1.3994
4 C -4.27158 2.94931 -0.83195  -1.0690
5 C -4.71297 2.60686 -2.10090  -0.9266
6 C -3.84483 1.99192 -2.98317  -0.6012
7 C -2.52995 1.70490 -2.62047  0.4373
8 C -1.60235 1.11743 -3.65239  -0.8632
9 C -2.11105 2.01949 -1.32911  -0.3542
10 N -0.73795 1.83724 -0.91111  0.9291
11 C -0.02869 3.00272 -1.04870  -0.7967
12 O -0.35010 3.97482 -1.70174  -0.6757
13 C 1.25152 2.98826 -0.29404  0.9676
14 C 1.98982 4.12189 -0.07116  -0.9534
15 C 3.16800 4.01621 0.65903  -0.7001
16 C 3.52907 2.77632 1.14676  -0.7698
17 C 2.70748 1.69217 0.90060  0.3034
18 N 1.59176 1.78459 0.17796  0.6814
19 C 2.94437 0.36984 1.53138  -0.1911
20 O 3.87993 0.21914 2.30375  -0.7123
21 N 1.99474 -0.52819 1.19759  1.0594
22 C 2.02815 -1.69011 2.06469  -0.9355
23 C 2.64077 -2.88989 1.70324  1.3438
24 C 3.50383 -3.04953 0.48279  -1.9229
25 C 2.49894 -3.98923 2.54894  -0.7687
26 C 1.83191 -3.88947 3.75496  -0.9628
27 C 1.35409 -2.65615 4.16778  -0.7713
28 C 1.46329 -1.54475 3.34409  1.7547
29 C 1.03837 -0.20185 3.88445  -1.9282
30 H -3.31840 3.38388 1.56198  0.4633
31 H -1.88723 2.35289 1.40483  -0.0492
32 H -1.84917 4.00509 0.80643  0.2934
33 H -4.93367 3.46636 -0.14723  0.4259
34 H -5.72739 2.83543 -2.40426  0.4264
35 H -4.17200 1.74547 -3.98734  0.4554
36 H -0.81780 0.50394 -3.21580  -0.0527
37 H -1.13361 1.91604 -4.23227  0.2531
38 H -2.15888 0.49670 -4.35511  0.5087
39 H 1.62453 5.05837 -0.46931  0.5973
40 H 3.77834 4.88887 0.85179  0.4616
41 H 4.41249 2.60514 1.74627  0.5729
42 H 3.82321 -2.09061 0.08201  0.1969
43 H 4.39589 -3.61897 0.74775  0.5691
44 H 2.99230 -3.60433 -0.30652  0.2923
45 H 2.93046 -4.93628 2.24474  0.4769
46 H 1.73488 -4.75725 4.39727  0.4250
47 H 0.89563 -2.54527 5.14480  0.4098
48 H 0.16599 -0.30391 4.52957  0.4867
49 H 1.85280 0.21864 4.48086  0.4321
50 H 0.80888 0.51248 3.09596  0.0637
51 S 4.20434 -3.42147 -3.69124  -0.5097
52 Sb 3.29989 -1.40278 -3.82461  0.3041
53 S 0.83988 -1.80446 -3.40115  -0.2236
54 S 1.75698 -1.41628 -1.58466  0.0281
55 B -0.53795 -3.23466 0.40751  -0.0555
56 N -0.96394 -2.28386 1.57491  0.4483
57 C -1.76693 -2.54518 2.60520  -0.3721
58 C -2.20503 -1.34815 3.15544  -1.3797
59 C -1.60487 -0.37228 2.37141  -0.5475
60 N -0.85328 -0.95175 1.42756  0.1850
61 N -1.47456 -2.75446 -0.73550  0.0360
62 C -2.52572 -3.40348 -1.24298  -0.3116
63 C -3.28696 -2.51175 -1.97328  -1.3323
64 C -2.61015 -1.30301 -1.84865  -0.6332
65 N -1.50417 -1.45483 -1.11320  0.4737
66 H -0.79637 -4.37224 0.69693  -0.1633
67 H 0.60291 -3.04553 0.11552  -0.0447
68 H -1.96938 -3.56370 2.89412  0.4801
69 H -2.86120 -1.20416 3.99647  0.4818
70 H -1.67707 0.70054 2.44596  0.3323
71 H -2.66681 -4.45159 -1.03624  0.4755
72 H -4.19540 -2.70533 -2.51743  0.4575
73 H -2.88639 -0.34658 -2.23857  0.4041
74 Cl 1.80007 1.49857 -2.85086  0.1839
75 C 1.61458 2.65948 -4.19492  -0.5051
76 Cl 1.68483 1.83642 -5.75291  -0.1482
77 H 2.42473 3.37276 -4.13500  0.4380
78 H 0.65056 3.13815 -4.08392  0.2019